No. 1
Here is C38H112O27V as an isolated structure in a non-equilibrium geometry from the OMol25 dataset. Energies are from the ωB97M-V functional and the def2-TZVPD basis.

Structure (XYZ):
```
178
Properties=species:S:1:pos:R:3:forces:R:3:lowdin_spin:R:1
V -9.56172 -17.10212 -9.06129 0.7 -0.2 -1.0 2.7761
C -12.53204 -19.80310 -7.46846 1.1 -0.8 -0.5 0.0013
C -11.60787 -18.58487 -7.63588 -1.6 1.2 0.7 0.0092
O -11.29627 -18.19685 -8.96446 -0.3 -0.2 0.4 0.0361
H -12.14137 -20.54210 -8.21433 -0.6 0.3 0.4 0.0001
H -13.58746 -19.60599 -7.59960 -0.3 0.2 -0.4 0.0002
H -12.46207 -20.29488 -6.47919 0.2 0.5 -0.3 0.0000
H -10.72298 -18.76223 -7.06047 0.9 -0.3 0.2 0.0018
H -12.08722 -17.69678 -7.11291 0.4 -0.8 -0.4 0.0002
C -7.05194 -20.42315 -9.35041 1.2 1.0 1.6 0.0009
C -8.17795 -19.82715 -8.48451 -2.7 -0.9 -1.4 0.0043
O -8.24669 -18.49187 -8.18236 1.4 1.9 0.3 0.0329
H -6.68818 -21.36517 -8.88633 -0.3 0.4 -0.4 0.0001
H -6.21280 -19.69330 -9.20605 -0.3 -0.7 -0.6 0.0001
H -7.26769 -20.59517 -10.39612 0.0 0.3 -0.1 0.0001
H -8.25998 -20.41969 -7.59566 0.2 -0.1 0.6 0.0002
H -9.16849 -19.94084 -8.99761 0.5 -1.0 0.0 0.0003
C -5.96066 -16.91514 -6.44295 -1.6 -1.1 1.5 0.0001
C -6.63590 -18.09750 -5.58688 0.6 0.8 -1.2 0.0000
O -8.09189 -18.08793 -5.57897 2.0 0.0 0.8 0.0000
O -6.16214 -17.00922 -7.85343 0.5 0.1 0.8 0.0012
H -4.91250 -16.85468 -6.17979 0.4 -0.4 -0.3 0.0000
H -6.39014 -16.02668 -5.97287 -0.2 0.4 -0.6 0.0000
H -6.25366 -18.02028 -4.57691 -0.3 0.5 0.4 0.0000
H -6.13452 -19.01606 -5.92056 -0.8 -0.4 -0.4 0.0000
H -8.33458 -18.16719 -6.51521 -0.2 -0.3 -0.9 0.0005
H -6.84049 -17.72771 -8.05158 -0.3 -0.2 0.4 0.0010
C -9.03161 -21.57687 -12.09238 -0.5 -2.2 -0.6 0.0001
C -9.53859 -22.31964 -10.90041 -0.3 1.0 0.7 0.0000
O -10.86976 -22.75942 -10.90118 -0.6 0.2 -0.4 0.0000
O -9.53069 -20.29874 -12.09116 0.2 2.2 -0.5 0.0006
H -9.30417 -22.10141 -13.00319 -0.6 -0.2 -0.4 0.0000
H -7.96327 -21.64021 -12.16104 0.8 0.7 0.5 0.0000
H -9.37324 -21.67747 -10.06230 -0.1 0.9 0.7 0.0000
H -8.95080 -23.10759 -10.59641 1.5 -2.3 -0.1 0.0000
H -11.41803 -22.00457 -10.65802 -0.3 0.0 -0.1 0.0000
H -10.42192 -20.26071 -11.71670 -0.7 -0.2 0.1 0.0000
C -11.94215 -13.50226 -10.73967 -0.3 -0.5 -0.5 0.0002
C -10.62929 -14.22033 -10.31411 -1.3 0.0 2.1 0.0026
O -10.82291 -15.63303 -10.23883 0.8 -0.2 0.0 0.0202
O -13.08201 -13.84191 -9.91531 0.2 -0.9 -0.1 0.0002
H -12.18036 -13.82661 -11.79508 0.3 0.6 0.9 0.0000
H -11.86646 -12.39050 -10.67164 0.2 -0.9 -0.2 0.0000
H -10.25452 -13.90867 -9.29351 -0.8 0.0 -1.0 0.0006
H -9.80990 -14.06268 -10.95802 0.8 0.5 -1.2 0.0002
H -11.71634 -15.94914 -10.44089 -0.4 0.2 -0.1 0.0010
H -13.49914 -14.70578 -10.17934 0.8 1.0 0.1 0.0000
C -12.38060 -24.90599 -6.96528 0.9 2.8 0.0 0.0000
C -12.76357 -23.66821 -6.14649 -0.2 1.0 -1.9 0.0000
O -12.04914 -23.67345 -4.96303 0.4 -0.9 0.6 0.0000
O -13.05165 -24.84439 -8.18401 -0.5 -1.7 -0.3 0.0000
H -12.62620 -25.70718 -6.33330 -0.7 -1.6 0.3 0.0000
H -11.30584 -24.95384 -7.15393 0.3 0.1 0.2 0.0000
H -13.85566 -23.73694 -6.08688 0.0 0.0 0.8 0.0000
H -12.61264 -22.68132 -6.71259 0.2 -1.2 0.4 0.0000
H -12.04768 -22.81091 -4.55816 -0.2 0.9 0.3 0.0000
H -13.16599 -23.93549 -8.43431 -0.1 0.8 -0.4 0.0000
C -13.66986 -17.81280 -11.28033 1.4 -0.3 -1.2 0.0001
C -12.50086 -18.73411 -11.80959 -1.4 -0.3 0.0 0.0001
O -12.01810 -19.70490 -10.90247 0.3 0.2 0.8 0.0001
O -13.22250 -16.86309 -10.29463 -0.5 -0.4 -0.6 0.0003
H -14.51652 -18.42955 -10.95804 0.2 0.2 0.3 0.0000
H -13.97402 -17.25998 -12.19015 -0.1 0.0 0.6 0.0000
H -11.62027 -18.16416 -12.00841 0.3 1.2 -0.9 0.0000
H -12.87074 -19.24738 -12.73265 0.3 0.4 0.7 0.0000
H -11.57290 -19.11438 -10.17003 -0.6 -1.0 0.1 0.0006
H -12.61476 -17.35274 -9.68512 0.1 -0.3 0.4 0.0006
C -9.76523 -26.31720 -4.15653 1.7 -2.1 0.5 0.0000
C -10.83576 -27.34425 -4.49117 1.2 0.8 -2.4 0.0000
O -10.41176 -28.23716 -5.55156 -0.7 0.6 1.0 0.0000
O -9.42720 -25.27765 -5.02982 -1.6 0.8 -0.8 0.0000
H -8.80937 -26.89681 -4.06573 -0.7 0.3 -0.2 0.0000
H -9.95390 -26.04564 -3.13459 -0.3 1.1 0.6 0.0000
H -11.82281 -26.88322 -4.55347 -0.2 0.0 -0.8 0.0000
H -10.91104 -27.96087 -3.67125 0.0 -1.4 2.1 0.0000
H -10.68755 -27.90487 -6.41237 -0.2 0.3 -0.3 0.0000
H -10.26242 -24.83202 -5.32420 0.8 -0.3 0.6 0.0000
C -15.01011 -21.14774 -4.05449 0.4 0.0 -0.6 0.0000
C -13.78720 -20.59930 -3.35998 0.6 0.0 -0.2 0.0000
O -12.61877 -20.78127 -4.15546 -1.1 -1.5 -0.8 0.0000
O -15.47709 -20.41180 -5.17289 0.2 0.4 0.4 0.0000
H -15.76666 -21.26851 -3.28897 -0.5 0.1 0.2 0.0000
H -14.77777 -22.13817 -4.45140 0.2 -0.3 0.5 0.0000
H -13.69106 -21.13060 -2.42795 0.1 -0.7 0.5 0.0000
H -13.82568 -19.57501 -3.03152 -0.5 0.8 -0.3 0.0000
H -11.90166 -20.24123 -3.88049 1.2 1.2 0.6 0.0000
H -15.61767 -21.08370 -5.85497 -0.2 0.1 -0.1 0.0000
C -7.09173 -16.66760 -10.84994 -1.1 1.2 -0.7 0.0022
C -8.24060 -17.16035 -11.71227 0.1 0.9 -0.2 0.0036
O -9.00004 -17.99287 -10.91021 -1.4 -1.7 -0.2 0.0246
O -7.61026 -16.03634 -9.68622 -0.7 0.2 0.5 0.0192
H -6.58428 -15.94452 -11.47027 0.7 0.3 0.0 -0.0002
H -6.46617 -17.47349 -10.57237 0.8 -0.9 0.2 0.0001
H -7.87063 -17.76486 -12.52458 0.4 0.1 -0.6 0.0000
H -8.87268 -16.33035 -12.15154 0.7 -0.6 0.6 0.0005
H -9.12831 -18.87545 -11.38228 0.1 0.6 0.8 0.0018
H -7.01032 -16.18342 -8.88677 -0.1 0.1 -0.8 0.0019
C -9.74484 -14.28863 -5.64381 -0.7 -1.4 0.3 0.0002
C -9.19150 -14.75457 -6.97973 0.5 1.1 1.2 0.0049
O -9.97261 -15.78941 -7.50219 1.0 -1.0 -0.1 0.0425
H -10.81310 -14.06384 -5.78094 0.3 0.1 0.2 0.0001
H -9.21554 -13.38809 -5.40444 0.2 0.4 0.6 0.0000
H -9.68183 -15.09114 -4.84394 0.2 1.0 -0.9 0.0001
H -8.12456 -15.01135 -6.83242 -0.6 -0.4 -0.5 0.0005
H -9.24991 -13.89397 -7.64520 0.3 0.1 -0.2 0.0005
H -10.88381 -15.63243 -7.26658 -1.2 0.2 0.3 0.0026
C -15.83126 -23.38631 -10.73854 -0.1 -0.8 -0.7 0.0000
C -14.95666 -22.15641 -10.42228 -1.8 -0.3 -1.0 0.0000
O -14.26888 -22.36902 -9.20825 -0.1 0.3 0.4 0.0000
H -16.72975 -23.38594 -10.07323 0.7 -0.3 -0.6 0.0000
H -15.24354 -24.34521 -10.61348 -0.6 1.1 0.2 0.0000
H -16.16593 -23.44329 -11.83791 0.4 0.5 1.7 0.0000
H -15.60476 -21.24123 -10.40120 0.4 -0.7 0.3 0.0000
H -14.29733 -22.00333 -11.25292 0.9 0.1 -0.3 0.0000
H -13.97929 -21.49936 -8.91261 0.3 0.1 0.2 0.0000
C -8.62503 -26.53031 -8.49241 0.0 0.2 -0.8 0.0000
C -9.70473 -27.61396 -8.78293 -0.3 0.4 -1.3 0.0000
O -10.98901 -27.46205 -8.11945 0.7 0.8 -0.3 0.0000
H -8.81658 -25.57526 -9.02036 -0.2 -0.4 0.3 0.0000
H -7.57464 -26.78465 -8.79307 -1.1 -0.4 0.0 0.0000
H -8.56230 -26.31857 -7.43892 -0.2 0.0 0.6 0.0000
H -9.34658 -28.56865 -8.44202 0.1 -0.4 0.1 0.0000
H -9.95072 -27.70813 -9.88888 0.7 0.2 1.2 0.0000
H -11.39502 -26.61746 -8.39107 0.2 -0.5 0.0 0.0000
C -14.05207 -15.76946 -5.66486 -1.7 0.7 0.8 0.0000
C -13.79436 -15.54357 -7.08686 -0.9 -0.2 -1.2 0.0001
O -12.56634 -14.80341 -7.14144 -0.4 -0.4 -1.3 0.0002
H -14.90369 -16.46196 -5.57163 0.5 0.2 0.4 0.0000
H -14.20632 -14.83064 -5.08716 -0.2 -0.5 -0.5 0.0000
H -13.13203 -16.13819 -5.33514 1.2 -1.2 1.2 0.0000
H -14.63573 -14.99940 -7.58889 0.8 -0.2 0.3 0.0000
H -13.73196 -16.56242 -7.57497 0.2 1.1 0.1 0.0000
H -12.57680 -14.50397 -8.06574 0.4 0.5 -0.1 0.0000
C -19.16508 -17.26947 -5.44618 -1.5 -2.1 -1.5 0.0000
C -18.37818 -16.34559 -4.64748 0.4 2.1 0.3 0.0000
O -17.32643 -15.70466 -5.41213 -0.6 -0.8 0.1 0.0000
H -20.08618 -17.57514 -4.88843 0.7 0.3 -0.4 0.0000
H -18.60385 -18.18339 -5.61385 0.1 -0.3 -0.1 0.0000
H -19.48892 -16.94739 -6.47194 0.4 0.3 1.1 0.0000
H -17.94190 -16.84751 -3.76917 -0.3 0.2 -0.2 0.0000
H -19.06224 -15.53910 -4.34804 0.2 -0.1 0.5 0.0000
H -16.72042 -15.42713 -4.73459 0.7 0.4 0.1 0.0000
C -17.67278 -23.30353 -5.14903 0.7 -2.1 1.1 0.0000
C -16.89785 -23.69275 -6.39846 -0.3 -0.5 -0.6 0.0000
O -15.94992 -22.68240 -6.63024 0.3 0.7 -0.1 0.0000
H -18.24907 -24.18867 -4.81562 0.2 0.3 -0.1 0.0000
H -18.38641 -22.57660 -5.38218 -1.0 1.4 -0.4 0.0000
H -17.07496 -22.96549 -4.26509 -0.2 -0.3 -1.0 0.0000
H -17.60929 -23.70939 -7.28238 0.6 -0.3 1.0 0.0000
H -16.33067 -24.66763 -6.38071 -0.9 0.6 0.4 0.0000
H -15.54838 -22.84858 -7.48008 0.5 0.1 -0.6 0.0000
C -10.17482 -22.09991 -0.19539 2.0 -0.1 -0.8 0.0000
C -9.73030 -22.84440 -1.48419 -0.8 -1.0 0.0 0.0000
O -8.34213 -22.65339 -1.74377 -0.3 0.8 0.5 0.0000
H -10.17331 -21.03096 -0.37483 -0.3 0.2 -0.2 0.0000
H -9.35154 -22.23132 0.47740 0.4 -0.2 0.8 0.0000
H -11.06795 -22.39552 0.31103 -0.7 -0.5 -0.2 0.0000
H -10.37782 -22.40374 -2.26678 0.4 -0.6 -0.3 0.0000
H -9.84140 -23.98018 -1.43300 -0.6 1.4 0.1 0.0000
H -8.12290 -22.99653 -2.61595 -0.1 0.1 -0.3 0.0000
C -10.06957 -18.23595 -1.40757 0.8 2.6 0.9 0.0000
C -9.29021 -18.78897 -2.56304 0.4 0.1 -0.1 0.0000
O -10.22821 -18.92241 -3.64770 0.6 -0.7 0.1 0.0000
H -9.38092 -17.77976 -0.60760 -0.9 -0.8 -1.1 0.0000
H -10.70405 -18.93819 -0.92016 -0.5 -0.7 0.3 0.0000
H -10.71481 -17.38137 -1.75585 0.6 -0.8 0.2 0.0000
H -8.73985 -19.71838 -2.27984 -0.7 0.2 -0.4 0.0000
H -8.49774 -18.09830 -2.89846 -0.3 0.0 0.2 0.0000
H -9.65620 -18.96949 -4.42531 -0.1 0.1 -0.4 0.0000
C -9.34831 -22.37370 -6.82514 0.2 0.2 0.9 0.0001
C -8.82427 -21.88082 -5.45686 1.4 -0.4 -1.5 0.0000
O -7.83103 -22.79323 -4.98488 0.5 1.1 0.5 0.0000
H -9.80620 -23.38865 -6.69721 0.3 1.0 -0.4 0.0000
H -8.47270 -22.38955 -7.50953 -0.7 -0.3 0.3 0.0000
H -10.07160 -21.62339 -7.16848 -0.1 -0.5 -0.3 0.0000
H -9.56532 -21.72378 -4.72490 -1.4 -0.2 0.9 0.0000
H -8.35525 -20.87620 -5.55971 0.1 -0.7 -0.1 0.0000
H -8.09977 -23.69642 -5.13387 -0.6 -0.6 -0.1 0.0000
```
Positions in Å, forces in eV/Å.

Its HOMO-LUMO gap (spin up / spin down) is 0.2609 / 0.3392 Ha. Its largest force on an atom is 3.155 eV/Å. As for the multiplicity: 4. The LUMO energy (spin up / spin down) comes out at 0.0064 / 0.0064 Eh.



No. 2
Here is a 2-piece molecular cluster, C3H6O2Si overall in a non-equilibrium geometry from the OMol25 dataset. Energies are from the ωB97M-V functional and the def2-TZVPD basis.

Structure (XYZ):
```
12
Properties=species:S:1:pos:R:3:forces:R:3:mulliken_charge:R:1
O -1.91449 -0.58729 -0.21757 -0.4 0.4 -0.1 -0.5906
Si -1.23668 0.64663 -0.76485 1.0 0.7 -0.4 0.8365
C -0.11729 1.63646 -1.81606 -2.7 -0.5 -1.6 -0.3747
O -1.04024 2.27471 -0.74254 -0.1 -0.7 0.1 -0.3437
H -0.55849 1.87561 -2.87755 1.5 -0.2 2.0 0.2102
H 0.91828 1.76729 -1.60494 0.6 0.3 -0.2 0.2680
C 0.98224 -0.76687 1.11564 1.8 0.2 -1.2 -0.7183
C 0.39632 -1.88250 1.53641 -1.9 2.3 1.2 -0.2935
H 1.75505 -0.63618 0.28696 -0.9 -0.7 1.2 0.2385
H 0.81259 0.17336 1.63324 -0.4 -0.1 0.0 0.3234
H -0.44949 -1.61538 2.24725 1.2 -1.0 -0.5 0.1377
H 0.45220 -2.88584 1.20401 0.4 -0.6 -0.5 0.3063
```
Positions in Å, forces in eV/Å.

Its HOMO-LUMO gap is 0.3655 Ha. Its largest force on an atom is 3.263 eV/Å. The LUMO energy comes out at -0.0044 Eh. The SMILES is O=[Si]1CO1.C=C. The energy relative to the best compared isomer or geometry (same formula, charge and spin) is 66.0 kcal/mol.



No. 3
Here is a 2-piece molecular cluster, C4H11NO overall in a non-equilibrium geometry from the OMol25 dataset. Energies are from the ωB97M-V functional and the def2-TZVPD basis.

Structure (XYZ):
```
17
Properties=species:S:1:pos:R:3:forces:R:3:mulliken_charge:R:1
C -2.06243 -0.16145 0.19349 0.3 -1.8 -0.2 -0.7262
C -1.21053 -1.16585 0.46660 0.5 1.1 -0.4 -0.3204
C -0.25927 -1.31649 1.61088 -0.3 -0.7 0.5 -0.4354
C 1.19027 -0.99861 1.17036 -0.8 -0.2 -0.3 -0.5015
N 1.56712 -1.83407 0.04279 -1.7 -0.1 -0.4 -0.5782
H -2.66800 0.33666 0.93621 0.5 0.8 -0.1 0.3075
H -2.23225 -0.12514 -0.87619 -1.1 0.4 0.2 0.2354
H -1.04388 -1.83236 -0.37364 0.5 0.0 -0.1 0.3735
H -0.33747 -2.34539 1.97097 0.2 0.1 0.4 0.2774
H -0.48365 -0.57844 2.38394 -0.3 -0.3 0.2 0.3002
H 1.08797 0.07760 1.00326 0.8 0.2 -0.4 0.2542
H 1.93648 -1.19599 1.93120 -0.2 0.1 0.5 0.3819
H 1.02899 -1.58518 -0.77527 -0.5 -0.1 0.0 0.2092
H 2.46799 -1.69729 -0.30464 2.1 0.3 0.1 0.2230
O 0.37634 4.42711 -2.82267 0.4 0.2 -0.3 -0.6393
H -0.56843 4.27837 -2.79562 -0.1 -0.2 0.2 0.3193
H 0.77596 4.01469 -2.05204 -0.3 -0.1 0.0 0.3194
```
Positions in Å, forces in eV/Å.

Its HOMO-LUMO gap is 0.3634 Ha. Its largest force on an atom is 2.109 eV/Å. The LUMO energy comes out at 0.0224 Eh. The SMILES is C=CCCN.O. The energy relative to the best compared isomer or geometry (same formula, charge and spin) is 49.7 kcal/mol.



| no. | M (g/mol) | E_tot (eV) |
| --- | --- | --- |
| 1 | 1052.231 | -122188.3379 |
| 2 | 102.165 | -15178.6043 |
| 3 | 89.138 | -7862.3991 |